Entry from OMol25: C49H118Br3O34P7 as an isolated structure at a distorted geometry (ωB97M-V/def2-TZVPD).

Lowest unoccupied orbital energy = -0.3 eV
Frontier orbital gap = 9.927 eV
DFT total energy = -14608.03556 Ha
Max |F| = 4.967 eV Å⁻¹
Charge = 0

Structure (XYZ):
```
211
Properties=species:S:1:pos:R:3:forces:R:3:lowdin_charge:R:1
C -3.002377 -2.234280 -3.801620 0.25 -0.60 -0.21 -0.070
C -2.761487 -3.586200 -4.539150 -0.24 0.66 1.56 -0.221
O -1.729547 -4.369550 -3.863760 -1.01 -0.55 0.82 -0.224
P -2.174417 -5.333040 -2.587370 0.59 2.23 -0.71 0.556
O -3.589217 -5.135310 -2.106210 2.36 -0.73 -0.76 -0.254
O -0.975707 -4.906180 -1.567200 -0.16 -0.75 -0.73 -0.186
C -0.812277 -3.625970 -0.911100 -1.20 0.68 1.87 -0.216
C -1.516257 -3.719260 0.486100 -0.15 0.20 -1.29 -0.037
O -1.738787 -6.776890 -3.192630 -0.15 2.91 1.20 -0.171
C -2.452787 -7.932610 -2.830250 -0.11 -0.75 1.13 -0.323
C -2.394747 -8.792750 -4.006700 -0.14 -1.53 -1.13 -0.090
H -3.551407 -2.360030 -2.868420 -0.19 -0.33 -0.14 0.047
H -2.081517 -1.738790 -3.494020 0.25 -0.10 -0.40 0.064
H -3.562587 -1.561890 -4.451350 -0.05 0.03 0.00 0.081
H -3.686597 -4.158240 -4.468200 -0.05 0.04 -0.46 0.102
H -2.467337 -3.396340 -5.571390 0.21 -0.36 0.15 0.114
H 0.190163 -3.271790 -0.670760 0.75 -1.28 -0.74 0.100
H -1.177817 -2.764490 -1.469970 -0.63 -0.64 -0.39 0.076
H -2.455567 -4.229260 0.272330 -0.05 -0.10 0.52 0.052
H -0.914687 -4.241610 1.229990 -0.04 -0.26 -0.19 0.063
H -1.744197 -2.733260 0.891000 0.05 0.13 -0.12 0.057
H -1.914347 -8.439030 -2.029180 -0.18 0.21 0.43 0.126
H -3.481727 -7.723130 -2.537840 0.08 0.25 0.14 0.118
H -2.875717 -9.755510 -3.833940 -0.42 0.09 0.08 0.084
H -2.877937 -8.287670 -4.843080 0.26 -0.23 -0.24 0.090
H -1.365027 -9.090970 -4.203780 0.09 0.45 -0.41 0.087
C 1.286633 -4.979080 -5.825870 -0.15 -1.12 0.18 -0.065
C 2.425933 -4.065620 -5.435410 -0.18 -0.01 -0.02 -0.240
O 3.366973 -4.005050 -6.565170 0.92 -0.59 -0.15 -0.202
P 4.549773 -5.136470 -6.620870 -0.80 0.48 1.60 0.541
O 4.171483 -6.359890 -5.863950 1.02 1.09 -1.22 -0.237
O 4.936273 -5.288100 -8.212770 -0.53 2.06 1.83 -0.164
C 5.576833 -6.468870 -8.610390 1.60 -1.43 1.12 -0.330
C 4.571483 -7.472010 -8.965170 -1.82 -1.83 -1.34 -0.096
O 5.766083 -4.317240 -5.880250 -2.34 -2.83 0.02 -0.203
C 6.160313 -3.078680 -6.360160 2.15 0.46 -0.48 -0.315
C 6.597933 -2.186170 -5.187390 -0.47 -0.08 -0.97 -0.049
H 1.554003 -6.033000 -5.902380 0.75 -0.03 0.41 0.068
H 0.477543 -4.999900 -5.095770 -0.17 0.53 -0.12 0.063
H 0.934063 -4.837290 -6.847480 -0.24 0.90 0.15 0.083
H 2.093683 -3.075730 -5.122610 -0.29 0.62 -1.47 0.099
H 2.889823 -4.226950 -4.462330 0.64 -1.43 -0.25 0.105
H 6.356863 -6.431230 -9.370800 -0.77 1.39 -1.09 0.125
H 6.321233 -6.791480 -7.882450 -0.66 -0.34 1.19 0.117
H 4.017713 -7.160150 -9.850710 0.49 0.13 -0.62 0.082
H 4.981003 -8.462520 -9.163390 0.38 0.11 -0.23 0.086
H 3.687663 -7.706320 -8.371830 0.58 0.55 1.29 0.080
H 7.039073 -3.390900 -6.924430 0.34 0.95 -0.51 0.116
H 5.451503 -2.647050 -7.066830 -0.21 0.27 0.39 0.116
H 5.794733 -2.193160 -4.450560 0.12 0.29 0.12 0.067
H 7.542473 -2.497010 -4.740940 -0.20 -0.34 0.01 0.076
H 6.776633 -1.192310 -5.597780 -0.21 0.19 0.25 0.075
C 6.919303 -0.436770 0.626540 -0.12 0.14 -0.55 -0.059
C 5.435583 -0.609930 0.324820 0.46 0.20 1.09 -0.225
O 4.817443 0.682690 0.641720 -0.38 -0.11 0.71 -0.193
P 4.400893 1.010380 2.177810 -0.65 -0.17 -0.89 0.457
O 3.754623 -0.087460 2.921880 0.22 0.28 -0.43 -0.229
O 5.755373 1.497370 2.830660 0.11 -0.43 -3.44 -0.177
C 5.928363 1.854150 4.123690 -0.29 1.56 3.41 -0.315
C 7.253253 2.607530 4.384480 -0.64 -0.54 -0.81 -0.049
O 3.475343 2.313610 1.975370 2.80 -0.42 1.20 -0.179
C 2.356063 2.177290 1.138690 -1.78 -0.79 1.02 -0.276
C 1.289843 3.203810 1.656780 0.96 -1.01 -1.75 -0.035
H 7.202023 0.218340 -0.197480 0.65 0.34 0.36 0.082
H 7.069333 0.047480 1.591470 0.12 -0.12 -0.21 0.064
H 7.547433 -1.323960 0.546260 -0.35 -0.22 0.05 0.082
H 5.362533 -0.813360 -0.743530 -0.67 0.20 0.11 0.108
H 4.921613 -1.358220 0.928140 0.09 -0.20 -0.16 0.098
H 5.111163 2.535820 4.359530 -0.12 0.11 0.49 0.117
H 5.826563 0.983300 4.771270 0.09 -0.08 0.10 0.125
H 7.309373 3.106130 5.352130 -0.28 -0.43 0.15 0.075
H 8.063013 1.885160 4.281750 0.27 0.35 -0.07 0.074
H 7.312143 3.413220 3.652710 0.33 -0.15 -0.20 0.076
H 2.739923 2.137470 0.119300 -0.68 0.78 -0.21 0.098
H 1.963733 1.182230 1.348520 -0.38 -0.22 -0.26 0.089
H 0.395283 3.087120 1.045020 0.07 0.20 -0.16 0.046
H 0.977043 2.983110 2.677340 0.47 0.17 0.07 0.079
H 1.745423 4.181450 1.499390 -0.38 0.22 0.46 0.065
C -3.388557 1.310210 -0.537790 -0.06 0.12 -0.39 -0.044
C -2.895497 0.183350 -1.523250 -1.27 2.09 0.35 -0.238
O -1.817797 -0.637670 -1.128990 2.16 -0.04 1.01 -0.206
P -0.360817 0.017430 -0.793610 0.24 0.40 0.51 0.577
O -0.248047 1.479410 -1.055950 -0.27 -1.39 0.41 -0.228
O -0.022137 -0.419130 0.786840 0.37 0.05 -3.64 -0.194
C -0.865877 0.049290 1.798630 -0.93 -0.29 2.37 -0.286
C -0.457057 -0.671740 3.087400 0.47 -0.29 0.42 -0.103
O 0.679353 -0.862850 -1.699350 -2.78 0.64 2.20 -0.186
C 2.052273 -0.763690 -1.413650 1.83 0.13 -1.71 -0.269
C 2.675783 -1.627460 -2.533280 0.23 0.01 0.35 -0.048
H -2.993807 2.278800 -0.844570 0.06 -0.07 -0.09 0.060
H -4.476317 1.368070 -0.576780 -0.08 0.01 -0.44 0.061
H -3.232967 1.276810 0.540530 0.62 -0.78 -0.04 0.053
H -3.776437 -0.417330 -1.749590 0.47 -0.53 0.16 0.101
H -2.611207 0.694740 -2.442900 -0.04 -0.03 -0.09 0.106
H -0.811457 1.121090 1.989410 0.17 0.22 -0.52 0.112
H -1.898537 -0.221750 1.578980 -0.16 0.15 -0.15 0.100
H 0.616103 -0.624040 3.272150 0.20 0.01 -0.64 0.025
H -0.819137 -0.324210 4.054990 -0.75 0.69 -0.33 0.058
H -0.741887 -1.723550 3.112960 0.05 -0.11 -0.48 0.030
H 2.387423 0.268050 -1.519860 -0.13 0.29 -0.28 0.109
H 2.407943 -1.000850 -0.410980 -0.70 -0.80 0.17 0.106
H 3.712733 -1.868210 -2.299030 -0.01 -0.16 -0.05 0.063
H 2.099743 -2.539000 -2.692580 0.10 -0.24 0.61 0.070
H 2.640953 -1.177360 -3.525400 0.05 0.63 0.19 0.075
C 2.438453 4.466150 -1.430720 0.24 0.92 0.40 -0.058
C 1.906913 5.905620 -1.553350 0.96 -0.89 -0.35 -0.231
O 1.517023 6.111820 -2.916940 -1.16 1.00 -0.34 -0.193
P -0.005387 6.161150 -3.447900 0.60 -0.55 0.58 0.549
O -0.118677 6.895220 -4.744800 -0.32 -1.00 2.18 -0.242
O -0.814447 6.681240 -2.086440 0.74 -1.49 -1.78 -0.235
C -1.765907 7.751660 -2.040320 0.10 0.83 -1.29 -0.273
C -0.995997 9.018140 -1.692110 -1.04 0.04 0.10 -0.064
O -0.303097 4.546040 -3.474460 -2.07 3.53 1.42 -0.203
C 0.370663 3.724620 -4.360820 0.84 -0.92 0.05 -0.304
C -0.493267 2.510930 -4.614560 -0.24 -0.46 -0.54 -0.056
H 1.717383 3.673320 -1.629650 -0.07 0.14 0.10 0.066
H 3.297493 4.406360 -2.098980 -0.17 -0.25 -0.27 0.087
H 2.874813 4.368050 -0.436700 -0.20 -0.23 0.13 0.061
H 1.153063 6.207920 -0.826420 -0.19 -0.23 -0.26 0.095
H 2.778793 6.546790 -1.423690 -0.13 0.23 0.15 0.118
H -2.161647 7.900840 -3.044930 -0.20 -0.15 -0.08 0.110
H -2.626577 7.509280 -1.416950 0.42 -0.31 0.40 0.115
H -1.642717 9.866410 -1.467840 -0.38 -0.13 0.07 0.076
H -0.414977 8.842840 -0.786680 0.57 0.14 -0.41 0.076
H -0.504957 9.312940 -2.619500 0.87 -0.09 0.49 0.084
H 0.685323 4.297720 -5.232970 -0.19 -0.31 -0.37 0.122
H 1.266073 3.440480 -3.808010 0.36 -0.38 -0.38 0.103
H -0.874977 2.028890 -3.714550 0.47 0.29 0.41 0.053
H -1.399407 2.720370 -5.183020 0.17 0.32 -0.30 0.079
H 0.082803 1.755400 -5.148810 0.00 -0.02 -0.14 0.078
C -5.207197 -3.023350 0.081140 -1.12 1.48 0.48 -0.036
C -5.422307 -1.872250 1.157030 1.54 -2.92 -0.30 -0.290
O -5.916057 -0.725910 0.547120 -0.61 2.26 0.42 -0.179
P -6.335207 0.481700 1.563110 -0.59 -1.11 0.47 0.504
O -6.815857 1.710690 0.926180 0.51 -0.45 -0.06 -0.218
O -7.489887 -0.255840 2.467480 1.86 1.74 0.09 -0.208
C -8.660897 -0.760080 1.841820 -0.59 -0.70 0.34 -0.273
C -9.801487 -0.863730 2.869920 0.31 0.40 -0.20 -0.063
O -5.035097 0.640630 2.540400 -2.12 -2.09 -1.57 -0.178
C -4.746867 1.903570 3.020610 1.12 3.09 1.21 -0.309
C -3.833637 1.805660 4.275960 -1.33 -1.20 -1.12 -0.051
H -4.713177 -2.681990 -0.828540 0.73 0.12 0.41 0.048
H -4.743697 -3.909440 0.514870 0.01 0.19 -0.13 0.068
H -6.182377 -3.267710 -0.340070 -0.25 -0.38 0.37 0.071
H -6.055727 -2.237690 1.965320 -0.51 -0.01 -0.17 0.110
H -4.484967 -1.675180 1.677270 0.33 0.24 -0.25 0.103
H -9.030817 -0.174690 1.000050 0.45 0.27 -0.08 0.120
H -8.311137 -1.727590 1.481700 -0.72 -0.32 -0.22 0.108
H -10.244917 0.105010 3.100200 0.27 0.27 -0.21 0.073
H -10.625197 -1.436850 2.444310 0.16 -0.35 0.14 0.075
H -9.461637 -1.241940 3.834060 0.00 -0.43 -0.22 0.076
H -4.290397 2.512540 2.240290 0.39 -0.15 -0.25 0.098
H -5.632097 2.499920 3.241590 -0.38 -0.40 0.30 0.116
H -2.830097 1.498540 3.981530 0.03 0.36 0.19 0.049
H -3.883377 2.675960 4.930340 0.24 0.02 -0.35 0.080
H -4.285787 0.950730 4.778720 0.29 0.03 0.58 0.073
C 0.178753 7.064140 6.165110 1.10 -1.40 1.96 -0.061
C 0.416743 5.761100 5.398300 1.90 1.28 1.26 -0.312
O -0.132587 6.134300 4.194920 -2.76 -1.95 -3.63 -0.210
P -1.518237 5.372870 3.733720 -0.13 1.76 0.69 0.565
O -1.402857 3.892290 3.798620 -0.59 1.67 0.21 -0.232
O -2.643157 6.147160 4.739460 1.03 -1.99 -1.69 -0.214
C -3.222997 7.446790 4.452220 -0.04 -0.25 -0.07 -0.265
C -4.740027 7.474230 4.221030 0.54 -0.69 0.03 -0.069
O -1.831047 6.045670 2.309450 0.69 0.09 1.45 -0.201
C -1.051177 5.760940 1.111740 -0.92 -0.25 0.09 -0.209
C -1.796797 4.659420 0.394310 -0.22 -0.39 -2.06 -0.062
H 0.305463 7.944820 5.535460 -0.43 -0.29 -0.02 0.088
H -0.776867 6.913970 6.667420 -0.19 0.84 -0.22 0.075
H 0.934843 7.130580 6.947420 -0.03 0.21 0.35 0.069
H 1.469643 5.536940 5.227260 0.33 0.43 -0.12 0.117
H 0.122413 4.828010 5.878740 -1.08 0.19 -0.12 0.100
H -3.081257 8.043050 5.353600 0.47 0.03 -0.05 0.113
H -2.664097 7.865610 3.615370 -0.22 0.25 0.07 0.106
H -5.117877 6.838160 3.420560 0.37 0.19 -0.36 0.074
H -5.277957 7.116110 5.098800 0.11 0.31 0.23 0.074
H -4.954467 8.525020 4.026210 -0.38 -0.07 -0.01 0.078
H -1.076977 6.661040 0.497520 -0.18 0.13 0.27 0.096
H 0.010063 5.594100 1.296230 -0.20 -0.40 0.52 0.095
H -1.156847 3.949840 -0.130130 0.22 -0.16 0.29 0.058
H -2.610567 4.106770 0.863840 0.58 0.10 0.98 0.075
H -2.343977 5.094230 -0.442120 0.00 0.34 -0.18 0.067
C 0.329733 -4.276610 4.826920 0.55 0.16 1.46 -1.449
Br 1.010943 -5.664300 6.141170 -0.34 1.01 -1.04 0.495
Br 1.172653 -2.498360 5.218890 -0.37 -1.51 -0.10 0.628
Br -1.590657 -4.172540 5.013370 0.49 0.00 -0.41 0.605
H 0.634773 -4.600650 3.831910 -0.18 0.14 0.28 -0.038
C -1.623837 -2.354990 8.256330 -0.65 -0.45 -1.21 -0.030
O -1.124227 -1.030610 8.089340 1.39 -0.75 1.85 0.020
C -1.598187 -0.201300 7.237250 -2.43 2.88 -3.18 -0.563
O -2.515657 -0.362410 6.416440 2.00 0.00 1.76 0.075
O -0.923167 1.001580 7.379220 -0.08 -2.24 1.17 -0.028
C -1.175657 2.180720 6.653620 0.09 0.05 -0.86 -0.062
H -2.297517 -2.550360 7.422010 -0.21 -0.06 0.22 0.051
H -2.140267 -2.495900 9.205820 0.13 0.43 -0.01 0.100
H -0.816467 -3.081450 8.163990 0.25 0.36 0.16 0.083
H -1.424837 1.981780 5.611290 -0.07 0.03 0.12 0.058
H -0.223177 2.709370 6.691110 -0.06 0.04 -0.11 0.083
H -1.928447 2.828460 7.102890 -0.22 -0.30 0.14 0.101
C 2.656203 -3.314390 1.836570 -0.87 -0.76 0.37 -0.047
O 2.901473 -3.755640 0.522020 1.06 -1.00 -0.93 -0.033
C 3.938673 -4.582430 0.320840 2.58 0.33 1.26 -0.540
O 4.796543 -4.925350 1.170340 -2.76 0.68 -2.67 0.078
O 3.953533 -4.801030 -1.005590 0.96 -0.59 0.31 -0.015
C 5.116723 -5.433690 -1.612000 -0.12 -0.08 -0.52 -0.015
H 1.583753 -3.505900 1.872160 -0.26 0.91 0.62 0.078
H 2.968063 -2.273830 1.926410 -0.22 -0.09 0.40 0.075
H 3.095363 -3.996170 2.564860 0.43 0.36 0.02 0.097
H 4.975923 -5.319680 -2.686840 -0.29 0.00 0.07 0.080
H 5.201023 -6.502790 -1.417040 -0.31 0.12 0.38 0.096
H 6.080453 -4.969720 -1.402060 -0.30 0.30 0.62 0.093
```
Positions in Å, forces in eV/Å.